Formula: C5H8O2
Source: OMol25
Level of theory: ωB97M-V/def2-TZVPD

Computed properties:
**ΔE to the lowest compared entry with this formula, charge and spin**: 365.57 kJ/mol
**LUMO energy**: 0.056 eV
**Strongest force on any atom**: 0.0409 Eh/bohr
**Highest occupied orbital energy**: -9.14 eV
**SMILES**: C/C=C/[C@@H](O)C=O

XYZ file:
```
15
Properties=species:S:1:pos:R:3:forces:R:3
C 1.852 -0.481 0.457 0.41 0.18 0.10
C 0.648 0.363 0.717 0.95 0.99 0.15
C 0.051 1.167 -0.205 0.35 -0.21 0.27
C -1.426 0.790 -0.385 0.06 -0.34 0.20
O -1.479 0.462 -1.728 -0.16 -1.09 -0.28
C -1.148 -0.594 0.247 -1.19 -0.65 -0.31
O -0.876 -1.523 -0.530 -0.42 0.08 0.59
H 2.723 0.159 0.348 0.34 -0.15 -0.08
H 1.712 -1.071 -0.462 0.00 0.31 0.26
H 2.023 -1.193 1.271 0.05 0.23 -0.08
H 0.273 0.427 1.733 -0.38 -0.61 -0.05
H 0.532 1.476 -1.137 -0.05 -0.44 0.12
H -2.248 1.389 0.042 0.31 -0.23 -0.46
H -1.198 -0.580 -1.642 -0.56 1.89 -0.74
H -1.439 -0.791 1.274 0.29 0.04 0.29
```
Positions in Å, forces in eV/Å.

***

Formula: C5H8O2
Source: OMol25
Level of theory: ωB97M-V/def2-TZVPD

Computed properties:
**ΔE to the lowest compared entry with this formula, charge and spin**: 509.44 kJ/mol
**LUMO energy**: 0.858 eV
**Strongest force on any atom**: 0.0118 Eh/bohr
**Highest occupied orbital energy**: -7.73 eV

XYZ file:
```
15
Properties=species:S:1:pos:R:3:forces:R:3
O -1.195 0.440 -1.319 -0.12 0.03 0.10
C -0.680 -0.548 -0.558 -0.07 -0.12 -0.23
C 0.179 0.179 0.957 0.00 0.13 0.35
C -1.022 0.877 1.580 -0.33 0.08 -0.16
O -2.093 1.133 1.077 0.55 -0.14 0.22
C 1.241 -0.177 -0.597 0.30 0.02 -0.14
C 0.459 -1.189 -1.320 0.02 -0.08 0.01
H -1.858 0.861 -0.740 0.04 0.02 -0.12
H 0.353 -0.702 1.587 -0.03 0.13 -0.08
H 0.969 0.907 1.260 -0.09 -0.05 -0.03
H -0.823 1.206 2.624 0.00 -0.06 -0.10
H 2.099 -0.497 -0.011 -0.18 0.04 -0.07
H 1.358 0.780 -1.098 -0.08 -0.15 0.13
H 0.361 -1.043 -2.395 0.02 -0.01 0.17
H 0.652 -2.226 -1.048 -0.03 0.17 -0.04
```
Positions in Å, forces in eV/Å.

***

Formula: C5H8O2
Source: OMol25
Level of theory: ωB97M-V/def2-TZVPD

Computed properties:
**ΔE to the lowest compared entry with this formula, charge and spin**: 180.65 kJ/mol
**LUMO energy**: 0.970 eV
**Strongest force on any atom**: 0.0170 Eh/bohr
**Highest occupied orbital energy**: -8.94 eV
**SMILES**: OC[C@@H]1C=COC1

XYZ file:
```
15
Properties=species:S:1:pos:R:3:forces:R:3
O 2.022 -0.059 -0.082 0.09 -0.39 -0.14
C 1.132 -0.124 1.004 -0.21 -0.09 0.34
C -0.326 -0.504 0.542 -0.06 0.03 0.06
C -0.318 -0.816 -0.951 -0.34 0.21 -0.14
C -0.373 0.382 -1.551 -0.23 -0.28 -0.21
O -0.723 1.399 -0.731 0.08 0.11 0.02
C -1.186 0.748 0.476 -0.05 0.02 0.22
H 1.590 -0.614 -0.765 0.68 0.52 0.19
H 1.112 0.863 1.488 0.02 -0.20 -0.12
H 1.502 -0.838 1.753 -0.15 -0.03 -0.12
H -0.750 -1.292 1.171 -0.01 0.21 -0.09
H -0.258 -1.777 -1.437 0.35 0.05 0.04
H -0.118 0.693 -2.558 -0.33 -0.19 0.00
H -2.246 0.493 0.339 0.13 0.10 0.03
H -1.060 1.447 1.302 0.01 -0.07 -0.08
```
Positions in Å, forces in eV/Å.

***

Formula: C5H8O2S
Source: OMol25
Level of theory: ωB97M-V/def2-TZVPD

Computed properties:
**ΔE to the lowest compared entry with this formula, charge and spin**: 330.90 kJ/mol
**LUMO energy**: 0.850 eV
**Strongest force on any atom**: 0.1037 Eh/bohr
**Highest occupied orbital energy**: -10.03 eV

XYZ file:
```
16
Properties=species:S:1:pos:R:3:forces:R:3
C -1.572 -2.140 -0.023 -0.24 1.06 0.80
C -1.631 -0.856 0.260 3.57 3.64 -1.55
C -0.119 1.541 0.052 0.57 0.11 -0.67
C 1.391 1.453 0.103 1.52 -0.76 -1.47
C -0.341 0.129 -0.471 -3.14 -2.63 0.40
O 1.420 -1.087 1.195 0.25 -1.26 2.45
O 1.928 -0.907 -1.217 0.00 0.14 0.76
S 1.284 -0.401 -0.017 0.62 2.14 -2.38
H -2.236 -2.780 0.477 -0.80 -1.09 0.46
H -0.785 -2.555 -0.612 0.15 -0.16 -0.60
H -2.130 -0.175 1.002 -0.10 -1.47 -0.90
H -0.470 1.730 1.032 -0.44 -0.64 1.41
H -0.516 2.416 -0.422 -0.20 0.10 -1.27
H 2.056 1.777 -0.726 -1.06 -0.11 -0.06
H 1.842 1.884 0.933 0.74 0.37 1.89
H -0.120 -0.028 -1.565 -1.45 0.56 0.73
```
Positions in Å, forces in eV/Å.

***

Formula: C5H8O2S
Source: OMol25
Level of theory: ωB97M-V/def2-TZVPD

Computed properties:
**ΔE to the lowest compared entry with this formula, charge and spin**: 123.66 kJ/mol
**LUMO energy**: -0.971 eV
**Strongest force on any atom**: 0.0125 Eh/bohr
**Highest occupied orbital energy**: -8.84 eV
**SMILES**: C[C@H](CO)C(=O)C=S

XYZ file:
```
16
Properties=species:S:1:pos:R:3:forces:R:3
C 0.750 0.421 1.431 0.01 -0.15 0.12
C 0.415 0.706 -0.034 -0.14 -0.05 -0.07
C -1.088 0.901 -0.243 0.19 0.33 -0.09
O -1.767 -0.270 0.186 -0.16 0.17 -0.01
C 0.967 -0.370 -0.957 0.40 0.02 -0.30
O 1.825 -0.126 -1.779 -0.47 -0.11 0.43
C 0.424 -1.778 -0.795 0.04 -0.27 -0.24
S 0.447 -2.857 -1.988 -0.02 0.25 0.27
H 0.472 1.280 2.042 -0.01 0.00 0.00
H 1.822 0.253 1.559 -0.08 0.00 -0.01
H 0.208 -0.448 1.819 0.11 0.16 -0.12
H 0.913 1.625 -0.346 -0.01 0.03 -0.01
H -1.400 1.791 0.337 0.01 -0.33 -0.15
H -1.292 1.097 -1.307 0.05 -0.01 0.21
H -2.684 -0.201 -0.097 0.00 -0.10 0.06
H -0.011 -2.024 0.172 0.08 0.05 -0.10
```
Positions in Å, forces in eV/Å.

***

Formula: C5H8O2S
Source: OMol25
Level of theory: ωB97M-V/def2-TZVPD

Computed properties:
**ΔE to the lowest compared entry with this formula, charge and spin**: 137.11 kJ/mol
**LUMO energy**: 0.716 eV
**Strongest force on any atom**: 0.0427 Eh/bohr
**Highest occupied orbital energy**: -8.47 eV
**SMILES**: OC[C@H]1C=CSCO1

XYZ file:
```
16
Properties=species:S:1:pos:R:3:forces:R:3
O 2.523 -0.699 -0.196 0.01 -0.42 0.13
C 1.582 0.284 -0.503 -2.18 -0.20 -0.03
C 0.468 0.366 0.613 1.14 0.51 0.37
C -0.593 1.363 0.316 -0.46 -0.53 -0.87
C -1.853 1.033 -0.036 0.83 1.03 0.19
S -2.554 -0.550 -0.160 0.29 -0.36 0.34
C -1.003 -1.518 0.008 0.15 0.53 0.61
O -0.067 -0.897 0.912 -0.63 -1.78 0.00
H 2.040 -1.469 0.161 0.23 0.48 -0.17
H 2.049 1.256 -0.604 0.32 0.09 0.10
H 1.028 0.099 -1.465 0.60 -0.07 0.49
H 1.017 0.654 1.561 -0.64 -0.30 -0.86
H -0.205 2.371 0.250 -0.49 0.29 0.08
H -2.572 1.815 -0.280 0.18 -0.13 0.07
H -0.572 -1.581 -0.986 0.12 -0.23 -0.12
H -1.290 -2.528 0.409 0.53 1.08 -0.33
```
Positions in Å, forces in eV/Å.

***

Formula: C5H8O3
Source: OMol25
Level of theory: ωB97M-V/def2-TZVPD

Computed properties:
**ΔE to the lowest compared entry with this formula, charge and spin**: 817.56 kJ/mol
**LUMO energy (spin up / spin down)**: 0.356 / -1.103 eV
**Strongest force on any atom**: 0.0636 Eh/bohr
**Highest occupied orbital energy (spin up / spin down)**: -8.50 / -7.15 eV

XYZ file:
```
16
Properties=species:S:1:pos:R:3:forces:R:3
C 3.709 -0.068 0.748 2.54 -0.35 -0.78
C 2.817 0.129 -0.271 -1.05 0.63 0.91
C -0.150 -0.529 -0.261 1.77 2.07 -1.29
C -2.505 0.188 0.105 -2.28 0.32 1.17
C -1.073 0.495 0.212 1.90 -0.96 2.48
O 0.121 -0.999 -1.481 -0.23 0.51 -1.49
O 0.246 -1.767 -0.238 -0.03 -1.59 1.82
O 1.835 0.996 -0.111 -0.28 -1.86 -0.41
H 4.746 -0.522 0.572 -1.86 0.14 -0.03
H 3.729 0.495 1.675 -0.68 0.11 -0.13
H 2.837 -0.463 -1.212 0.26 0.46 0.48
H -3.027 1.167 0.264 0.05 -0.88 -0.59
H -2.886 -0.443 0.951 0.52 0.26 -0.90
H -2.737 -0.284 -0.842 -0.41 0.17 -0.16
H -0.762 0.567 1.286 -0.35 0.43 -0.67
H -0.746 1.397 -0.261 0.14 0.54 -0.42
```
Positions in Å, forces in eV/Å.

***

Formula: C5H8O3
Source: OMol25
Level of theory: ωB97M-V/def2-TZVPD

Computed properties:
**ΔE to the lowest compared entry with this formula, charge and spin**: 1188.44 kJ/mol
**LUMO energy**: 0.310 eV
**Strongest force on any atom**: 0.1128 Eh/bohr
**Highest occupied orbital energy**: -8.80 eV

XYZ file:
```
16
Properties=species:S:1:pos:R:3:forces:R:3
C 2.287 1.100 -0.093 -2.11 3.29 0.61
C 1.170 -0.101 -0.096 5.26 0.98 2.24
C -0.211 -0.412 -0.555 -0.19 2.20 0.48
C -2.340 -0.108 -0.136 -0.79 -2.73 -0.54
C -0.337 0.328 0.678 1.83 1.10 0.30
H 1.938 1.585 1.342 1.54 -1.00 -4.69
H 3.690 0.997 -0.205 -4.98 -0.23 0.25
H 1.780 1.885 -1.029 2.11 -1.75 3.20
H 2.948 -1.184 -0.418 -3.17 0.27 2.08
H -0.081 -1.449 -0.358 -1.67 -1.59 -0.65
H -2.567 -1.212 -0.564 0.33 1.72 2.16
H -3.384 0.347 -0.019 1.98 0.41 -0.78
H -0.375 1.386 0.218 0.68 -1.13 1.71
O 2.096 -1.215 0.222 -0.05 0.11 -2.43
O -1.369 0.274 -1.119 -1.24 -0.87 -2.85
O -1.647 0.041 1.177 0.48 -0.77 -1.08
```
Positions in Å, forces in eV/Å.

***

Q: strongest force on any atom of number 2 (C5H8O2)?
A: 0.0118 Eh/bohr

***

Q: The highest strongest force on any atom belongs to which entry?
A: number 8